C7H36O12 | ωB97M-V/def2-TZVPD

Computed properties:
net charge	+1
spin multiplicity	2
HOMO (spin up / spin down)	-13.499 / -13.496	eV
total energy	-32402.284	eV
ΔE to the lowest compared entry with this formula, charge and spin	150.9	kJ/mol
HOMO-LUMO gap (spin up / spin down)	9.0 / 5.1	eV
LUMO level (spin up / spin down)	-4.514 / -8.347	eV

```
55
C7H36O12 (ωB97M-V/def2-TZVPD)
C -0.2018 0.0369 -3.3074
O -0.7271 1.3265 -3.0113
C -0.9813 -0.9447 -2.4142
C -0.1848 -2.2081 -1.9303
C 0.5751 -2.0920 -0.5714
C 3.1568 -2.4385 -0.0180
C 2.1142 -1.7721 -0.6504
C 2.5675 -0.7467 -1.6468
H -0.3335 -0.1896 -4.3954
H 0.8596 0.0909 -3.0792
H -0.4248 1.5540 -2.0902
H -1.4665 -0.4728 -1.5929
H -1.7684 -1.3717 -3.1229
H -1.0259 -2.8859 -1.7669
H 0.5187 -2.6221 -2.6784
H 0.1667 -1.1668 -0.0892
H 0.6089 -3.0106 0.0005
H 2.8679 -3.3336 0.5238
H 4.1761 -2.0086 -0.0718
H 3.4990 -0.2203 -1.4560
H 2.6991 -1.1489 -2.6486
H 1.8915 0.0817 -1.4999
H -0.7770 -1.8275 1.7890
H -1.1679 -0.4944 1.5382
O -0.8047 -1.0023 2.3154
H -2.7603 3.0177 1.0819
H -3.3438 2.8530 2.4333
O -3.6012 2.7855 1.5045
H 2.4621 3.7373 -1.3555
H 1.4759 2.5988 -1.6205
O 1.6593 3.5130 -1.8397
H 0.2963 3.3248 0.5070
H 0.2908 3.9525 -0.8939
O -0.2683 3.4218 -0.2633
H -0.3335 1.6428 0.8430
H -0.0806 0.9719 2.2659
O 0.3532 1.2959 1.4652
H -1.5053 -0.1677 3.8049
H -0.5541 0.4259 4.7106
O -1.4041 0.6675 4.3053
H -2.1881 -3.4706 0.4033
H -1.1807 -4.1440 -0.3981
O -1.3203 -3.9195 0.5283
H 2.3023 0.4286 2.3329
H 1.0770 -0.4404 2.5261
O 1.9667 -0.2925 2.8792
H -2.5465 1.4556 -0.3362
H -2.7896 1.1237 1.2271
O -2.4205 0.8206 0.3707
H 1.9271 2.3918 1.1146
H 3.1162 2.4522 2.1074
O 2.8903 2.4536 1.1492
H -3.4074 -1.0060 0.9214
H -2.7815 -1.2359 -0.2922
O -3.1688 -1.7908 0.3920
```